A structure of composition C6H14O3PS at a distorted geometry. Source: OMol25; level of theory: ωB97M-V with the def2-TZVPD basis set.

Geometry as XYZ:
```
25
Properties=species:S:1:pos:R:3:lowdin_charge:R:1
C -0.868 -2.047 -0.448 -0.3256
C -0.142 -3.260 0.069 0.0047
C -2.367 2.638 0.034 -0.0370
C 1.959 0.922 1.606 -0.1879
C -1.511 1.826 -1.107 -0.1264
C 1.922 -0.062 0.464 -0.7522
O 0.034 -1.356 -1.402 -0.1258
O -0.775 -1.007 0.555 -0.1032
O -0.204 1.205 -0.699 -0.1937
P 0.302 -0.174 -0.262 0.7133
S 3.185 0.583 -0.764 0.7727
H -1.777 -2.003 -0.953 0.1414
H 0.890 -2.881 0.364 0.0883
H -0.137 -4.186 -0.634 0.1434
H -0.487 -3.651 0.986 0.0736
H -2.638 1.922 0.886 0.0970
H -1.821 3.534 0.388 0.0798
H -3.271 2.808 -0.534 0.0679
H 1.267 1.737 1.313 0.0841
H 2.955 1.279 1.947 0.1022
H 1.527 0.338 2.449 0.0985
H -1.201 2.532 -1.951 0.1459
H -2.246 1.068 -1.474 0.1208
H 2.404 -1.347 0.836 0.2281
H 2.999 -0.421 -1.668 -0.1098
```

## Properties
**Charge**: +1
**HOMO energy**: -13.31 eV
**Relative energy (zero: lowest compared OMol25 entry of this formula, charge and spin)**: 7.39 kcal per mole
**Gap between HOMO and LUMO**: 10.121 eV

***

A structure of composition C9H8Br2OS at a distorted geometry. Source: OMol25; level of theory: ωB97M-V with the def2-TZVPD basis set.

Geometry as XYZ:
```
21
Properties=species:S:1:pos:R:3:lowdin_charge:R:1
C -3.977 0.636 -0.959 -0.1045
C -3.080 1.663 -0.842 -0.0729
C -3.583 -0.690 -0.902 -0.0807
C -1.735 1.352 -0.545 -0.0197
C -2.244 -1.006 -0.819 -0.0248
C -1.397 0.006 -0.600 -0.2127
C 1.048 0.241 -0.263 -0.6375
C 4.044 -1.148 2.156 -0.2096
C 4.091 -0.445 0.816 -1.2293
O -0.037 -0.408 -0.332 -0.0668
S 1.425 1.774 -0.403 0.6652
Br 4.240 1.400 0.483 0.6267
Br 4.670 -1.534 -0.608 0.6375
H -5.111 0.883 -1.017 0.1375
H -3.205 2.726 -0.720 0.1061
H -4.173 -1.499 -1.341 0.1164
H -1.072 2.209 -0.521 0.0558
H -1.981 -2.037 -0.729 0.1257
H 3.668 -0.512 2.863 0.0328
H 3.381 -2.019 1.933 0.0814
H 5.027 -1.593 2.351 0.0733
```

## Properties
**HOMO energy (alpha / beta)**: -7.62 / -7.59 eV
**Gap between HOMO and LUMO (alpha / beta)**: 7.728 / 7.163 eV

***

A cluster of 8 separate species, C42H88F6N9O4P in total at a distorted geometry. Source: OMol25; level of theory: ωB97M-V with the def2-TZVPD basis set.

Geometry as XYZ:
```
150
Properties=species:S:1:pos:R:3:lowdin_charge:R:1
O 0.354 -2.161 0.201 0.0379
C 0.497 -1.065 0.987 -0.9577
O -0.301 -0.779 1.868 -0.0636
O 1.225 -0.195 0.545 -0.0909
H 0.939 -2.106 -0.558 0.0863
C -5.909 2.968 -4.298 -0.0993
C -4.962 1.748 -4.315 -0.2334
C -5.778 0.452 -4.067 -0.1093
N -4.890 -0.792 -3.904 -0.2423
C -5.791 -2.007 -3.465 -0.0826
C -6.790 -2.421 -4.589 -0.1395
C -6.076 -2.779 -5.942 -0.1488
C -5.058 -1.659 -6.358 -0.1386
C -4.146 -1.155 -5.223 -0.0727
C -3.908 -0.494 -2.790 0.0124
H -6.820 2.680 -4.822 0.0788
H -5.490 3.807 -4.855 0.0827
H -6.310 3.342 -3.356 0.0786
H -4.169 2.102 -3.657 0.0989
H -4.616 1.731 -5.349 0.1112
H -6.374 0.367 -4.976 0.1267
H -6.332 0.612 -3.143 0.1407
H -6.393 -1.752 -2.592 0.1261
H -5.127 -2.848 -3.264 0.1308
H -7.448 -1.570 -4.768 0.1055
H -7.300 -3.305 -4.205 0.1233
H -6.779 -3.172 -6.676 0.1198
H -5.597 -3.755 -5.865 0.1137
H -5.637 -0.827 -6.761 0.1074
H -4.381 -2.013 -7.135 0.1312
H -3.551 -0.309 -5.565 0.1311
H -3.608 -2.078 -5.010 0.1418
H -3.443 -1.468 -2.644 0.1067
H -4.353 -0.321 -1.810 0.1072
H -3.300 0.331 -3.160 0.0911
C 3.266 -2.881 8.007 -0.0645
C 3.375 -2.568 6.494 -0.2354
C 4.512 -3.305 5.849 -0.1250
N 4.592 -3.110 4.288 -0.2178
C 4.589 -1.633 3.778 -0.0757
C 5.693 -0.770 4.460 -0.1374
C 7.032 -1.448 4.225 -0.2125
C 7.129 -2.887 4.607 -0.1700
C 5.966 -3.680 3.998 -0.1264
C 3.547 -4.012 3.507 0.0761
H 4.031 -2.309 8.532 0.0777
H 3.483 -3.906 8.305 0.0867
H 2.374 -2.469 8.479 0.0812
H 3.564 -1.519 6.267 0.0961
H 2.459 -2.809 5.955 0.1054
H 4.341 -4.378 5.944 0.1378
H 5.411 -3.075 6.421 0.1277
H 3.557 -1.321 3.937 0.1246
H 4.784 -1.623 2.706 0.1310
H 5.449 -0.694 5.520 0.1094
H 5.750 0.222 4.013 0.1228
H 7.728 -0.895 4.855 0.1242
H 7.512 -1.298 3.258 0.1258
H 7.283 -2.963 5.683 0.1170
H 8.087 -3.271 4.255 0.1351
H 6.010 -4.743 4.233 0.1421
H 6.029 -3.561 2.917 0.1325
H 3.825 -3.885 2.461 0.1051
H 2.564 -3.658 3.818 0.0998
H 3.727 -5.050 3.788 0.1061
C 5.270 0.005 -3.111 0.0085
N 4.594 -0.341 -4.419 -0.3284
C 4.677 -1.841 -4.773 0.0520
C 3.134 0.060 -4.205 0.0117
C 5.162 0.529 -5.578 -0.0911
C 6.575 0.183 -5.997 -0.2296
O 7.483 0.459 -4.977 -0.0480
H 6.235 -0.501 -3.139 0.1046
H 4.582 -0.191 -2.289 0.1040
H 5.477 1.075 -3.155 0.1021
H 4.167 -2.496 -4.067 0.1158
H 5.749 -2.015 -4.684 0.0998
H 4.256 -2.070 -5.753 0.1244
H 2.735 -0.554 -3.398 0.1062
H 2.636 -0.102 -5.161 0.1141
H 3.171 1.106 -3.902 0.1015
H 4.946 1.584 -5.407 0.1364
H 4.511 0.392 -6.441 0.1360
H 6.892 0.682 -6.913 0.1433
H 6.686 -0.882 -6.199 0.1266
H 7.631 1.399 -4.849 0.1074
C -3.633 8.235 5.727 -0.0285
C -2.692 7.825 4.524 -0.1866
N -1.694 6.822 4.817 -0.0432
C -0.300 7.025 5.073 0.0263
C 0.378 5.819 5.218 0.0308
N -0.656 4.848 5.117 -0.1306
C -1.883 5.429 4.819 0.0654
C -0.485 3.439 5.315 0.0049
H -4.322 8.978 5.324 0.0896
H -3.051 8.649 6.551 0.0830
H -4.136 7.310 6.008 0.0754
H -2.223 8.687 4.050 0.1265
H -3.404 7.483 3.772 0.1212
H 0.064 8.041 5.047 0.1363
H 1.409 5.545 5.388 0.1370
H -2.831 4.916 4.742 0.1626
H 0.093 3.367 6.236 0.1108
H 0.243 3.178 4.547 0.1045
H -1.450 2.934 5.362 0.1144
C -5.432 -1.676 2.223 -0.0572
C -4.629 -2.837 2.911 -0.1320
N -4.342 -3.928 1.974 -0.0516
C -5.317 -4.594 1.204 -0.0098
C -4.724 -5.547 0.468 -0.0115
N -3.377 -5.487 0.714 -0.0892
C -3.126 -4.414 1.568 0.0676
C -2.388 -6.342 0.084 0.0217
H -6.326 -1.996 1.689 0.0677
H -4.836 -0.964 1.651 0.0691
H -5.840 -1.010 2.984 0.0762
H -5.227 -3.307 3.692 0.1314
H -3.715 -2.449 3.361 0.1284
H -6.362 -4.412 1.409 0.1382
H -5.063 -6.378 -0.132 0.1518
H -2.245 -4.186 2.151 0.1657
H -1.438 -5.808 0.103 0.1035
H -2.694 -6.469 -0.954 0.1150
H -2.171 -7.272 0.611 0.1111
C -1.161 6.044 -2.230 -0.0481
C -1.191 5.912 -0.742 -0.1976
N 0.123 5.768 -0.168 -0.0774
C 1.060 6.802 -0.117 0.0174
C 2.293 6.229 0.222 0.0228
N 2.123 4.842 0.342 -0.0903
C 0.759 4.614 0.125 0.0357
C 3.129 3.897 0.743 0.0144
H -0.398 6.804 -2.399 0.0848
H -2.140 6.414 -2.534 0.0979
H -0.901 5.157 -2.809 0.0901
H -1.780 5.061 -0.399 0.1331
H -1.534 6.851 -0.307 0.1354
H 0.739 7.805 -0.356 0.1429
H 3.247 6.733 0.263 0.1393
H 0.288 3.650 0.005 0.1698
H 2.861 3.773 1.793 0.1062
H 4.111 4.363 0.665 0.1085
H 3.095 2.979 0.157 0.1097
P -0.189 -5.613 -5.464 0.1201
F 0.033 -6.836 -6.599 -0.1929
F -0.543 -4.631 -6.644 -0.1600
F -1.775 -5.996 -5.306 -0.2058
F -0.453 -4.375 -4.478 -0.2086
F 0.068 -6.586 -4.173 -0.1886
F 1.349 -5.209 -5.557 -0.1629
```

## Properties
**Charge**: +4
**HOMO energy**: -14.09 eV
**Relative energy (zero: lowest compared OMol25 entry of this formula, charge and spin)**: 44.54 kcal per mole
**Gap between HOMO and LUMO**: 6.024 eV

***

A structure of composition C2H2Yb at a distorted geometry. Source: OMol25; level of theory: ωB97M-V with the def2-TZVPD basis set.

Geometry as XYZ:
```
5
Properties=species:S:1:pos:R:3:lowdin_charge:R:1
H -0.706 -0.015 -1.449 0.1076
C -0.446 0.545 -0.525 -0.0899
C 0.704 0.396 -0.160 0.0578
H 1.692 0.225 0.241 0.0771
Yb -1.244 -1.151 1.893 1.8474
```

## Properties
**Spin multiplicity**: 3
**Charge**: +2
**HOMO energy (alpha / beta)**: -18.14 / -20.62 eV
**Gap between HOMO and LUMO (alpha / beta)**: 6.618 / 6.113 eV
**⟨S²⟩**: 2.00

***

Number 1: calculated total energy -1201.990426 a.u.. Number 2: calculated total energy -5969.009693 a.u.. Number 3: calculated total energy -3386.226797 a.u.. Number 4: calculated total energy -1235.119779 a.u..